ORCA calculation (the ωB97M-V functional and the def2-TZVPD basis) on a cluster of 2 separate species, C30H35F2N2O in total in a non-equilibrium geometry.

Each line ends with the Löwdin charge.
Cartesian coordinates (Å):
F -3.815 5.807 -1.713  0.100
F 2.213 5.812 -2.212  0.099
O 1.656 -5.460 2.985  0.090
N 0.844 -2.479 1.221  0.065
N 0.300 -4.750 1.234  -0.019
C 1.950 -2.538 3.487  -0.099
C 3.269 1.510 3.172  -0.106
C 2.015 4.472 -2.139  -0.185
C 1.794 -3.192 2.116  -0.220
C 1.271 -4.614 2.207  -0.409
C -3.622 4.469 -1.830  -0.185
C 4.465 4.211 -1.951  -0.003
C -0.807 1.994 -2.067  0.147
C 3.109 3.618 -2.004  -0.160
C -6.077 4.217 -1.978  -0.003
C 0.483 2.582 -2.065  -0.173
C 3.773 -0.819 3.320  -0.040
C 4.197 0.490 3.208  -0.086
C 2.422 -1.120 3.405  -0.238
C 1.504 -0.084 3.355  -0.053
C -1.793 -4.155 -1.077  -0.046
C 0.739 3.962 -2.192  0.084
C -4.721 3.621 -1.960  -0.161
C -4.501 2.254 -2.082  0.011
C 0.173 -3.528 0.403  -0.246
C -0.280 -6.063 0.992  -0.022
C -1.154 -1.763 -0.758  -0.074
C -2.196 -3.028 1.138  -0.035
C -2.096 2.583 -2.013  -0.171
C 2.884 2.248 -1.928  0.012
C -1.255 -3.129 -0.064  -0.537
C 1.921 1.225 3.243  -0.093
C -3.227 1.745 -2.112  0.020
C -2.346 3.957 -1.831  0.086
C 1.610 1.740 -1.956  0.020
H -3.074 0.685 -2.201  0.113
H -1.077 -4.317 -1.882  0.088
H -3.208 -2.771 0.822  0.087
H -5.346 1.591 -2.156  0.130
H -0.040 4.653 -2.435  0.112
H 3.726 1.583 -1.842  0.129
H 0.996 -2.580 4.019  0.131
H 0.776 -3.695 -0.499  0.150
H -1.558 4.642 -1.600  0.111
H -6.233 4.850 -1.104  0.105
H 0.176 -6.785 1.669  0.094
H -2.000 -5.115 -0.609  0.063
H -2.120 -1.449 -1.154  0.072
H 4.572 4.833 -1.063  0.108
H 2.780 -3.229 1.627  0.161
H 2.646 -3.123 4.096  0.130
H 5.251 0.716 3.153  0.103
H 0.455 -0.318 3.406  0.107
H -2.725 -3.807 -1.525  0.086
H 4.493 -1.618 3.347  0.115
H 4.644 4.843 -2.821  0.106
H -0.445 -1.812 -1.585  0.081
H -2.242 -3.973 1.676  0.078
H -6.854 3.456 -1.985  0.093
H -1.851 -2.262 1.831  0.080
H 3.596 2.532 3.086  0.097
H 5.240 3.449 -1.925  0.093
H -6.205 4.838 -2.864  0.109
H -0.809 -1.003 -0.058  0.073
H -0.808 0.917 -2.111  0.116
H 1.331 -1.779 0.658  0.119
H -1.351 -6.063 1.185  0.078
H 1.195 2.022 3.218  0.098
H -0.087 -6.384 -0.029  0.094
H 1.453 0.678 -1.900  0.120

Computed properties:
Multiplicity: 1
Largest force on an atom, Eh/bohr: 0.0213
Relative energy (zero: lowest compared OMol25 entry of this formula, charge and spin), kJ/mol: 0.00
Charge: +1
HOMO-LUMO gap, eV: 4.89
HOMO, eV: -10.88

***

ORCA calculation (the ωB97M-V functional and the def2-TZVPD basis) on a structure of composition C3H5NS3 in a non-equilibrium geometry.

Each line ends with the Löwdin charge.
Cartesian coordinates (Å):
S 2.856 -0.246 -1.268  0.718
S -1.607 -0.540 0.535  0.792
S 0.158 1.225 -0.683  0.657
N 2.080 -1.513 -0.742  -0.453
C -2.095 1.183 1.135  -0.470
C 0.788 -1.426 -0.363  -0.348
C -0.124 -0.297 -0.190  -1.196
H -0.733 1.542 1.439  0.098
H 0.118 -2.318 -0.285  0.096
H 3.936 -1.144 -1.700  -0.053
H -2.459 1.832 0.141  0.048
H -2.918 1.704 1.981  0.109

Computed properties:
Multiplicity: 1
Largest force on an atom, Eh/bohr: 0.1268
Relative energy (zero: lowest compared OMol25 entry of this formula, charge and spin), kJ/mol: 457.32
Charge: 0
HOMO-LUMO gap, eV: 7.37
HOMO, eV: -8.46

***

ORCA calculation (the ωB97M-V functional and the def2-TZVPD basis) on a cluster of 9 separate species, C25H51NO8S in total in a non-equilibrium geometry.

Each line ends with the Löwdin charge.
Cartesian coordinates (Å):
S -1.901 0.554 -2.770  0.833
O -4.880 5.431 -0.760  0.079
O -2.123 1.549 -1.696  -0.559
O 0.669 6.418 -1.152  0.075
O 0.783 -4.812 5.726  0.102
O -6.929 0.596 1.169  0.067
O 1.132 0.657 0.280  0.069
O 0.867 -6.201 -0.560  0.057
O 4.587 -2.580 -1.227  0.051
N 2.238 -0.740 -2.957  0.160
C -4.434 5.527 0.336  -0.516
C 1.448 -4.532 4.789  -0.528
C 0.295 -0.823 1.928  -0.023
C 0.190 5.458 -1.693  -0.523
C 3.654 0.703 -1.319  -0.061
C -0.062 5.450 -3.175  -0.014
C -0.078 4.210 -0.932  -0.050
C -1.406 -1.009 -2.085  -0.271
C 4.486 -2.503 1.167  -0.013
C 0.249 0.391 1.038  -0.502
C -7.106 2.299 -0.459  -0.012
C -2.978 5.192 0.630  -0.008
C 5.131 -2.854 -0.179  -0.481
C 1.680 -4.029 -1.174  -0.016
C -6.365 1.242 0.335  -0.506
C 2.863 -5.061 4.618  -0.023
C -4.923 0.915 -0.058  -0.021
C 6.433 -3.625 -0.125  -0.020
C 2.883 -0.152 -2.216  -0.278
C -5.310 5.920 1.496  -0.025
C 1.766 -5.544 -1.047  -0.483
C 2.992 -6.226 -1.598  -0.022
C 0.991 -3.555 3.763  -0.037
C -0.961 1.279 1.184  -0.010
C -0.274 0.910 -3.411  -0.281
H -0.578 -1.458 1.756  0.098
H -7.199 1.863 -1.468  0.097
H 3.869 -6.176 -0.948  0.081
H 0.464 4.621 -3.650  0.078
H 3.036 -5.938 5.238  0.080
H -1.131 5.314 -3.377  0.092
H 3.301 -5.756 -2.538  0.083
H 2.019 -3.528 -0.275  0.064
H -2.778 4.143 0.415  0.073
H 6.420 -4.422 0.615  0.080
H 3.072 -5.332 3.579  0.073
H -5.186 5.238 2.342  0.084
H -6.597 3.257 -0.524  0.063
H -1.205 1.434 2.235  0.092
H -6.354 5.961 1.213  0.078
H 0.231 -2.898 4.201  0.088
H 7.207 -2.916 0.204  0.092
H 6.687 -4.010 -1.108  0.083
H 1.179 -1.422 1.713  0.054
H 0.619 -3.809 -1.330  0.080
H 0.454 -4.071 2.965  0.100
H -1.805 0.793 0.681  0.070
H 1.807 -2.941 3.398  0.062
H -4.463 1.631 -0.728  0.053
H 2.750 -7.267 -1.802  0.082
H 0.432 0.809 -2.574  0.021
H 4.714 0.544 -1.514  0.084
H 2.222 -3.701 -2.055  0.064
H -0.817 2.216 0.658  0.050
H 5.173 -1.908 1.764  0.086
H 3.581 -4.282 4.900  0.088
H 0.244 6.409 -3.577  0.080
H -4.424 0.875 0.917  0.082
H 3.421 0.436 -0.298  0.055
H -2.777 5.390 1.685  0.080
H -8.118 2.393 -0.078  0.078
H -0.153 1.938 -3.750  0.047
H -4.885 -0.074 -0.515  0.085
H -4.974 6.904 1.854  0.092
H -0.998 3.692 -1.217  0.058
H 4.275 -3.435 1.698  0.076
H -0.001 0.197 -4.185  0.048
H -0.898 -1.602 -2.846  0.058
H 3.536 -2.015 0.952  0.059
H 3.416 1.736 -1.549  0.083
H -0.768 -0.901 -1.205  0.045
H -2.308 5.782 0.008  0.079
H -2.291 -1.578 -1.783  0.052
H -0.113 4.460 0.128  0.081
H 0.715 3.464 -1.063  0.090
H 0.371 -0.512 2.968  0.092

Computed properties:
Multiplicity: 1
Largest force on an atom, Eh/bohr: 0.0411
Charge: 0
HOMO-LUMO gap, eV: 9.34
HOMO, eV: -9.20